Record 1
The following is a DFT calculation (the ωB97M-V functional and the def2-TZVPD basis) of the ion C2H2N5 with charge +1 in a non-equilibrium geometry.

Each line ends with the Mulliken charge.
Positions of all 9 atoms, in Å:
C 3.1249 0.1556 0.1756  -0.16
C 1.3403 -0.0559 0.0517  0.45
N 0.0670 -0.1625 0.1004  0.59
N -0.6564 1.0519 -0.1746  -0.05
N -1.8327 0.7208 -0.2101  -0.25
N -1.9569 -0.5607 0.0307  0.38
N -0.7842 -1.1320 0.2147  -0.57
H 3.5351 1.0511 -0.2495  0.30
H -2.8372 -1.0684 0.0612  0.32

Its structure (SMILES) is C#C[n+]1nn[nH]n1. As for the electronic energy: -350.4787 Eh. The total charge is +1. The HOMO-LUMO gap (spin up / spin down) comes out at 0.2794 / 0.2792 Ha. The lowest unoccupied orbital energy (spin up / spin down) comes out at -7.30 / -6.87 eV. Its spin multiplicity is 1. The value obtained for the energy relative to the best compared isomer or geometry (same formula, charge and spin) is 965.2 kJ/mol.

Record 2
The following is a DFT calculation (the ωB97M-V functional and the def2-TZVPD basis) of the molecule C2H2N6 in a non-equilibrium geometry.

Each line ends with the Mulliken charge.
Positions of all 10 atoms, in Å:
N -0.8999 -1.6475 -0.8987  -0.46
N -1.7034 -0.8431 -0.3424  -0.30
C -0.9485 0.1373 0.1725  0.33
N -1.1788 1.3130 0.8416  -0.30
N -0.0234 1.7944 1.0587  -0.42
N 0.9575 0.9972 0.4779  0.13
C 0.3926 -0.0528 -0.0852  0.43
N 0.3866 -1.1899 -0.7541  0.13
H 1.8788 1.2519 0.7212  0.21
H 1.1384 -1.7605 -1.1914  0.24

Its structure (SMILES) is n1nc2nn[nH]c2[nH]1. As for the electronic energy: -405.8560 Eh. The HOMO-LUMO gap comes out at 0.3724 Ha. The lowest unoccupied orbital energy comes out at 0.34 eV. Its spin multiplicity is 1. The value obtained for the energy relative to the best compared isomer or geometry (same formula, charge and spin) is 0.0 kJ/mol.

Record 3
The following is a DFT calculation (the ωB97M-V functional and the def2-TZVPD basis) of a cluster of 2 separate species, C2H2NO2 in total in a non-equilibrium geometry.

Each line ends with the Mulliken charge.
Positions of all 7 atoms, in Å:
C 0.9904 -0.2734 -2.2982  -0.24
C -0.8249 0.4618 0.9269  0.09
N 1.1767 -0.6926 -1.2137  -0.21
O 0.0313 -0.4629 1.0856  -0.71
O -2.0711 0.5170 0.9839  -0.60
H -0.2276 1.4066 0.7001  0.26
H 0.9252 -0.9566 -0.1846  0.41

As for the electronic energy: -282.6757 Eh. The total charge is -1. The HOMO-LUMO gap comes out at 0.3401 Ha. The lowest unoccupied orbital energy comes out at 4.68 eV. Its spin multiplicity is 1. The value obtained for the energy relative to the best compared isomer or geometry (same formula, charge and spin) is 40.9 kJ/mol.

Record 4
The following is a DFT calculation (the ωB97M-V functional and the def2-TZVPD basis) of the molecule C2H2NO2P in a non-equilibrium geometry.

Each line ends with the Mulliken charge.
Positions of all 8 atoms, in Å:
O 1.3789 -0.5395 2.0639  -0.43
P 0.9303 -0.0937 0.4880  0.58
C 0.2648 1.3426 -0.3645  -0.58
C -0.7555 0.8264 -1.2736  -0.01
O -1.0131 -0.5368 -1.0662  -0.12
N -0.2357 -1.0888 -0.0849  -0.22
H 0.8617 -1.3803 1.9912  0.37
H -1.4314 1.4701 -1.7539  0.40

Its structure (SMILES) is OP1=C=CON=1. As for the electronic energy: -623.7674 Eh. The HOMO-LUMO gap (spin up / spin down) comes out at 0.2412 / 0.2412 Ha. The lowest unoccupied orbital energy (spin up / spin down) comes out at -2.05 / -2.05 eV. Its spin multiplicity is 1. The value obtained for the energy relative to the best compared isomer or geometry (same formula, charge and spin) is 632.3 kJ/mol.

Record 5
The following is a DFT calculation (the ωB97M-V functional and the def2-TZVPD basis) of the ion C2H2NO2P2 with charge -1 in a non-equilibrium geometry.

Each line ends with the Mulliken charge.
Positions of all 9 atoms, in Å:
O 0.8563 -1.3428 -3.3400  -0.50
C 0.4790 -0.8167 -2.3855  0.43
N 0.1267 -0.1871 -1.4614  -0.21
P -0.6725 -0.6202 0.0824  -0.15
C 0.4193 -0.0924 1.2478  -0.37
P 0.0319 1.2674 2.3461  0.02
O -1.1855 1.9293 1.7645  -0.59
H -1.3363 0.5464 0.2946  0.03
H 1.2810 -0.6838 1.4516  0.34

Its structure (SMILES) is O=C=NP/C=P\[O-]. As for the electronic energy: -965.4128 Eh. The total charge is -1. The HOMO-LUMO gap comes out at 0.2621 Ha. The lowest unoccupied orbital energy comes out at 3.65 eV. Its spin multiplicity is 1. The value obtained for the energy relative to the best compared isomer or geometry (same formula, charge and spin) is 44.5 kJ/mol.

Record 6
The following is a DFT calculation (the ωB97M-V functional and the def2-TZVPD basis) of a cluster of 2 separate species, C2H2NO2S2 in total in a non-equilibrium geometry.

Each line ends with the Mulliken charge.
Positions of all 9 atoms, in Å:
C -0.0508 -1.3690 -0.7906  0.67
C -1.1203 0.9459 0.5568  -0.35
N -0.0317 0.4370 0.0421  -0.23
O 0.3634 -1.2173 -1.8852  -0.44
O -0.5789 -2.0366 0.0323  -0.51
S 1.5271 0.9347 0.5720  -0.09
S 2.9249 -0.1526 -0.1543  -0.54
H -2.1688 0.7892 0.3969  0.26
H -0.8650 1.6688 1.2300  0.22

As for the electronic energy: -1079.0489 Eh. The total charge is -1. The HOMO-LUMO gap (spin up / spin down) comes out at 0.2272 / 0.2272 Ha. The lowest unoccupied orbital energy (spin up / spin down) comes out at 3.66 / 3.66 eV. Its spin multiplicity is 1. The value obtained for the energy relative to the best compared isomer or geometry (same formula, charge and spin) is 183.4 kJ/mol.

Record 7
The following is a DFT calculation (the ωB97M-V functional and the def2-TZVPD basis) of a structure of composition C2H2NO3P in a non-equilibrium geometry.

Each line ends with the Mulliken charge.
Positions of all 9 atoms, in Å:
C 0.9563 -0.5454 -1.6789  0.12
C 0.1351 0.5701 -0.3062  -0.54
N 1.3481 -1.1709 -2.5881  -0.57
O -1.6473 -1.2725 0.7004  -0.82
O 0.5233 -0.6506 2.0162  -0.81
O -1.1851 1.0850 1.7431  -0.80
P -0.6428 -0.2223 1.1715  0.83
H -0.4893 1.1540 -1.0329  0.29
H 1.0017 1.0525 -0.0250  0.30

As for the electronic energy: -699.2563 Eh. The total charge is -2. The HOMO-LUMO gap comes out at 0.2502 Ha. The lowest unoccupied orbital energy comes out at 7.29 eV. Its spin multiplicity is 1. The value obtained for the energy relative to the best compared isomer or geometry (same formula, charge and spin) is 24.8 kJ/mol.

Record 8
The following is a DFT calculation (the ωB97M-V functional and the def2-TZVPD basis) of a cluster of 2 separate species, C2H2NO3S in total in a non-equilibrium geometry.

Each line ends with the Mulliken charge.
Positions of all 9 atoms, in Å:
C -1.3210 1.3265 0.0566  0.45
C 0.8434 1.7468 1.4195  0.54
N 1.6072 2.4509 1.9371  -0.57
O -1.9543 2.1111 0.6645  -0.47
O 0.1699 0.9346 0.7112  -0.43
O 1.0717 -2.9918 -1.1627  -0.63
S -1.4977 0.2235 -1.0945  -0.50
H 0.4225 -3.6363 -1.2407  0.29
H 0.6583 -2.1651 -1.2910  0.33

As for the electronic energy: -756.1399 Eh. The total charge is -1. The HOMO-LUMO gap comes out at 0.3006 Ha. The lowest unoccupied orbital energy comes out at 3.26 eV. Its spin multiplicity is 1. The value obtained for the energy relative to the best compared isomer or geometry (same formula, charge and spin) is 0.0 kJ/mol.